{
  "formula": "C41H65F2P2PbSi2",
  "method": "ωB97M-V/def2-TZVPD",
  "elements": ["Pb", "P", "P", "Si", "Si", "F", "F", "C", "C", "C", "C", "C", "C", "C", "C", "C", "C", "C", "C", "C", "C", "C", "C", "C", "C", "C", "C", "C", "C", "C", "C", "C", "C", "C", "C", "C", "C", "C", "C", "C", "C", "C", "C", "C", "C", "C", "C", "C", "H", "H", "H", "H", "H", "H", "H", "H", "H", "H", "H", "H", "H", "H", "H", "H", "H", "H", "H", "H", "H", "H", "H", "H", "H", "H", "H", "H", "H", "H", "H", "H", "H", "H", "H", "H", "H", "H", "H", "H", "H", "H", "H", "H", "H", "H", "H", "H", "H", "H", "H", "H", "H", "H", "H", "H", "H", "H", "H", "H", "H", "H", "H", "H", "H"],
  "positions_angstrom": [[-0.0365, -0.8612, 0.4402], [2.7091, 0.0814, -0.4160], [-2.7780, 0.0897, -0.6309], [0.4366, -3.9093, 0.8031], [-0.0508, 2.0711, 0.0827], [-0.7622, -1.5173, 3.3820], [1.3551, -0.8969, 3.2053], [-1.2366, -4.8491, 0.7644], [1.3928, -4.7589, -0.6386], [2.8649, 1.9050, -0.6065], [-3.1315, -1.6061, -1.3893], [-3.6485, -2.4437, -4.2361], [1.2756, -4.6795, 2.3468], [-4.6313, 3.1006, 0.7204], [-2.0332, -2.1663, -2.3169], [6.4704, -1.0984, 1.1684], [-2.3900, 2.3769, -4.0762], [0.0752, -0.6283, 2.7324], [-6.1171, 3.2015, 0.3543], [4.1770, -0.3513, -2.9241], [2.9036, -0.5936, -2.1148], [5.0061, -2.7552, -0.0928], [-1.2050, 3.0637, -3.8555], [-4.5234, -2.0031, -1.9223], [-6.5945, 1.9557, -0.4184], [4.1005, 2.4755, -0.9306], [1.7258, 2.7284, -0.4217], [4.1861, -1.2612, -4.1696], [4.0667, -0.5231, 0.6836], [1.6897, -0.0970, -2.9327], [4.2613, 3.8491, -1.0347], [-2.2750, -1.9327, -3.8069], [2.7690, -1.5524, -4.6889], [-4.2689, 1.6724, 1.1129], [-0.5301, 2.8903, -2.6593], [6.4254, -2.4371, 0.4187], [1.9311, 4.1121, -0.5316], [-4.7541, -1.7830, -3.4157], [5.5370, -0.0824, 0.5138], [-0.9793, 2.0284, -1.6421], [3.9517, -2.0670, 0.7680], [-4.4497, 0.6866, -0.0785], [-5.4163, 1.2771, -1.1170], [-2.8493, 1.5051, -3.1048], [3.1683, 4.6726, -0.8222], [-2.1604, 1.2884, -1.9066], [1.8606, -0.3528, -4.4422], [-0.8639, 3.6716, 0.7734], [3.2730, 5.7497, -0.8896], [-4.7901, -0.7173, -3.6478], [2.2975, 0.5289, -4.9235], [-5.7320, -2.1856, -3.6944], [-4.9058, 1.3618, 1.9483], [1.5484, 0.9749, -2.7649], [-1.4874, -2.4350, -4.3752], [-3.2423, 1.6261, 1.4823], [2.7885, -1.6749, -1.9587], [1.2993, -4.2199, -1.5877], [1.0337, -5.7838, -0.8002], [-4.8976, -0.2315, 0.3169], [4.0825, -2.3784, 1.8081], [7.4931, -0.7148, 1.1946], [1.5085, -5.7437, 2.1990], [0.6068, -4.5964, 3.2098], [4.2036, 0.7022, -3.2201], [3.7166, -0.1213, 1.6404], [4.9564, 1.8385, -1.1071], [-1.8682, 3.4240, 1.1290], [1.0892, 4.7787, -0.3856], [-7.0561, 1.2393, 0.2693], [-3.7690, 0.9712, -3.2889], [-4.3937, 3.7900, 1.5330], [2.2013, -4.1577, 2.6082], [-3.8101, -2.2816, -5.3050], [-1.9294, -4.4631, 1.5190], [2.8020, -1.8133, -5.7488], [6.1667, -1.2388, 2.2102], [-4.0084, 3.4075, -0.1256], [-0.8189, 3.7451, -4.6056], [-2.9482, 2.5134, -4.9950], [7.1229, -2.4019, -0.4234], [-2.1915, -0.8690, -4.0380], [4.7789, -0.7883, -4.9579], [-0.1815, 0.3694, 3.0921], [0.7806, -0.5784, -2.5643], [2.9453, -2.4027, 0.4980], [-0.3022, 4.0573, 1.6305], [6.7762, -3.2381, 1.0743], [-6.7079, 3.3169, 1.2673], [5.8176, 0.0149, -0.5371], [4.8352, -3.8331, -0.1003], [0.3818, 3.4553, -2.4967], [5.2314, 4.2675, -1.2759], [-0.9667, 4.4775, 0.0352], [2.4617, -4.8174, -0.4017], [-1.0554, -1.7793, -2.0288], [-3.0189, -2.1711, -0.4550], [2.3532, -2.4232, -4.1720], [-5.3188, -1.5437, -1.3373], [5.0789, -0.5345, -2.3422], [-1.7288, -4.7603, -0.2117], [-7.3663, 2.2289, -1.1410], [-1.0805, -5.9184, 0.9620], [0.8808, -0.4985, -4.9013], [-1.9850, -3.2485, -2.1432], [-5.7633, 0.5025, -1.8014], [-3.6911, -3.5275, -4.0699], [-6.2898, 4.1017, -0.2408], [4.6872, -2.2021, -3.9258], [-4.6153, -3.0822, -1.7415], [-4.9010, 2.0196, -1.7324], [4.8983, -2.4269, -1.1313], [5.6719, 0.9045, 0.9584]],
  "atomic_forces_ev_per_a": [[0.198, -0.392, -0.542], [-0.326, 0.173, 0.294], [0.187, 0.174, -0.019], [0.182, 0.230, 0.108], [0.041, -0.044, 0.016], [-0.099, -0.081, 0.151], [0.091, 0.016, 0.111], [-0.075, 0.015, -0.034], [0.039, -0.009, -0.047], [-0.062, 0.068, -0.010], [-0.102, -0.074, -0.061], [0.005, -0.046, 0.051], [-0.033, -0.044, 0.020], [0.016, -0.013, -0.041], [-0.038, 0.016, -0.045], [-0.013, -0.002, 0.016], [-0.002, -0.020, 0.011], [0.101, 0.042, -0.027], [-0.004, -0.012, 0.012], [-0.058, 0.037, -0.085], [-0.028, -0.103, -0.117], [0.031, 0.048, 0.011], [-0.007, 0.012, 0.017], [0.069, -0.103, -0.015], [0.042, -0.012, 0.034], [-0.014, -0.017, -0.011], [0.005, -0.048, 0.004], [0.003, 0.008, 0.013], [0.066, -0.052, 0.031], [0.022, 0.023, -0.050], [0.027, -0.066, -0.010], [-0.058, 0.041, 0.037], [-0.016, -0.008, 0.056], [-0.035, -0.033, -0.022], [-0.039, -0.091, 0.103], [-0.016, 0.006, -0.023], [0.105, -0.011, -0.021], [0.097, 0.029, 0.027], [-0.041, -0.003, -0.009], [-0.025, 0.068, -0.085], [0.037, -0.014, 0.012], [-0.104, 0.212, -0.063], [0.017, 0.069, 0.029], [0.013, -0.126, -0.093], [-0.125, -0.033, 0.033], [0.063, 0.067, 0.156], [0.019, 0.020, 0.030], [-0.035, 0.086, -0.037], [-0.001, 0.001, -0.002], [0.025, 0.082, -0.002], [0.009, -0.010, 0.007], [0.004, -0.033, 0.008], [-0.022, 0.005, -0.024], [0.001, -0.042, -0.001], [-0.006, -0.024, -0.009], [0.009, -0.013, -0.006], [0.043, -0.020, -0.016], [-0.030, -0.021, 0.014], [0.051, 0.012, 0.013], [-0.036, -0.015, 0.035], [-0.005, 0.001, -0.004], [0.010, -0.002, -0.002], [-0.027, 0.049, 0.007], [0.044, 0.021, -0.020], [-0.005, -0.016, -0.006], [0.029, -0.045, 0.053], [-0.007, 0.012, 0.008], [0.047, 0.032, -0.019], [0.020, 0.004, 0.000], [0.012, 0.003, 0.002], [-0.029, -0.083, -0.034], [-0.005, 0.001, 0.013], [-0.019, -0.032, -0.029], [0.007, 0.033, 0.000], [0.025, -0.026, -0.013], [0.003, 0.014, -0.013], [-0.007, -0.003, -0.013], [-0.014, -0.013, 0.006], [0.011, -0.004, 0.003], [-0.006, -0.009, 0.005], [-0.008, -0.010, -0.009], [-0.013, 0.075, 0.003], [-0.001, 0.006, 0.003], [-0.021, 0.043, 0.128], [0.036, -0.030, -0.003], [0.003, 0.042, -0.014], [-0.010, -0.032, -0.026], [-0.013, 0.011, 0.020], [-0.012, -0.001, -0.004], [-0.006, -0.058, -0.021], [0.007, -0.005, 0.005], [-0.020, -0.006, -0.016], [0.001, -0.010, -0.004], [-0.022, -0.021, 0.045], [-0.026, 0.021, -0.027], [-0.035, 0.024, -0.010], [-0.037, 0.001, 0.005], [0.006, 0.015, 0.001], [-0.026, 0.063, 0.039], [0.017, -0.001, 0.040], [0.023, 0.012, 0.045], [-0.008, 0.005, -0.013], [-0.023, 0.039, -0.026], [-0.002, -0.002, -0.004], [-0.010, 0.009, -0.021], [-0.022, -0.049, -0.020], [0.002, 0.008, -0.023], [0.014, 0.000, -0.017], [-0.007, -0.011, -0.005], [-0.011, -0.008, -0.012], [-0.026, -0.023, 0.058], [0.002, 0.019, 0.025], [-0.002, 0.015, -0.017]],
  "charge": -1,
  "homo_lumo_gap_ev": 4.86,
  "relative_energy_ev": 0.748,
  "lumo_energy_ev": 2.570
}